(1)
DFT (ωB97M-V/def2-TZVPD) results for 10 unconnected molecules or ions with the total composition C40H110N10O10 at a distorted geometry.

XYZ file:
```
170
Properties=species:S:1:pos:R:3
C -1.22065 -0.81383 -0.67430
O -0.52277 -0.17331 -1.75648
C 0.87869 -0.05752 -1.50066
C 1.22342 0.91327 -0.36975
C 0.67149 2.30546 -0.49507
N 2.70925 1.01164 -0.34966
H -1.37329 -0.16982 0.19527
H -0.73704 -1.68294 -0.21723
H -2.17394 -1.05565 -1.13645
H 1.27934 -1.06974 -1.35662
H 1.41108 0.23100 -2.41099
H 0.87194 0.52318 0.59460
H 0.99685 2.94527 0.32467
H -0.42310 2.30513 -0.49217
H 0.94302 2.75045 -1.45241
H 2.98161 1.26379 0.59966
H 3.06339 0.07159 -0.50912
C 2.13737 -3.78484 5.57286
O 2.02201 -3.42604 4.22457
C 0.83951 -3.87877 3.58702
C 1.12126 -3.99761 2.11450
C 1.38054 -2.65111 1.45821
N -0.05519 -4.62887 1.49912
H 1.49280 -3.16946 6.20958
H 3.16887 -3.69642 5.91073
H 1.84192 -4.83038 5.71604
H 0.58515 -4.89023 3.93033
H -0.00906 -3.24307 3.86038
H 1.97202 -4.67107 1.97192
H 1.40234 -2.74771 0.36966
H 2.22699 -2.05091 1.78452
H 0.48154 -2.05986 1.66447
H 0.12946 -4.86412 0.52568
H -0.44891 -5.40772 2.00527
C -8.02349 2.15289 -0.18658
O -7.23353 1.59896 -1.21443
C -6.87490 0.25239 -1.01510
C -5.91612 -0.18889 -2.11450
C -4.52263 0.43726 -1.95966
N -6.52758 0.04673 -3.43687
H -8.15536 3.21890 -0.37427
H -7.57246 1.93501 0.78256
H -9.06178 1.80337 -0.25403
H -6.40803 0.10563 -0.03905
H -7.74284 -0.41311 -1.08360
H -5.81291 -1.27485 -2.05130
H -4.53631 1.52918 -1.94476
H -3.74259 0.14198 -2.66305
H -4.13643 0.16165 -0.97176
H -5.80317 -0.15224 -4.12447
H -6.60140 1.05268 -3.58014
C 4.63145 3.20384 1.90250
O 3.85260 2.01880 2.16949
C 4.47603 1.23982 3.19334
C 3.56163 0.00696 3.37959
C 2.22058 0.36233 3.99422
N 4.19394 -1.08456 4.10550
H 4.20719 3.78037 1.08580
H 5.62960 2.88268 1.59210
H 4.69015 3.73253 2.85477
H 5.48475 0.96634 2.87384
H 4.50620 1.84510 4.10476
H 3.38947 -0.32070 2.34384
H 1.57188 -0.41100 4.40408
H 1.67328 1.12728 3.44312
H 2.44840 0.92678 4.91121
H 3.51102 -1.83710 4.14790
H 4.96805 -1.51175 3.60963
C -4.36357 -3.76466 5.18217
O -4.37950 -3.71662 3.78001
C -3.52106 -4.67273 3.16576
C -3.62153 -4.62834 1.66147
C -3.46462 -3.25703 1.02803
N -4.80645 -5.32457 1.13460
H -5.33845 -3.39724 5.50674
H -3.54348 -3.16378 5.58474
H -4.33524 -4.77815 5.59508
H -2.52049 -4.35399 3.49791
H -3.58189 -5.68367 3.57969
H -2.79179 -5.20122 1.23563
H -2.50762 -2.86368 1.38258
H -4.29185 -2.62010 1.34761
H -3.44625 -3.34768 -0.05702
H -4.77663 -5.39772 0.12415
H -5.64692 -4.77171 1.28004
C -0.05046 5.70894 -3.57284
O 0.05464 7.10083 -3.34056
C -0.52526 7.85891 -4.39502
C -0.27763 9.33333 -4.23197
C -0.94170 9.85241 -2.95896
N -0.77434 10.08738 -5.37795
H -1.07215 5.32440 -3.54373
H 0.54213 5.22943 -2.79302
H 0.44998 5.43799 -4.50689
H -0.07671 7.51763 -5.33596
H -1.59177 7.61884 -4.32072
H 0.79067 9.56671 -4.14020
H -2.01622 9.66578 -3.04016
H -0.77322 10.92387 -2.83981
H -0.63946 9.35330 -2.03888
H -0.54999 11.06362 -5.24510
H -0.29765 9.73500 -6.19960
C 4.87631 -4.54702 1.88274
O 6.05553 -3.93120 1.36278
C 5.79759 -2.66505 0.80675
C 5.14581 -2.72535 -0.57503
C 5.83774 -3.58493 -1.64734
N 4.94377 -1.35885 -1.09381
H 4.13286 -4.83492 1.13638
H 4.46420 -3.78678 2.55280
H 5.12152 -5.46706 2.40914
H 5.12735 -2.08560 1.44875
H 6.79348 -2.24003 0.65556
H 4.15898 -3.17986 -0.43163
H 5.30750 -3.57290 -2.59880
H 5.88722 -4.62532 -1.31488
H 6.86399 -3.25062 -1.81698
H 4.59693 -1.37164 -2.04381
H 5.86519 -0.93434 -1.13587
C 2.94905 2.63625 -3.36702
O 3.17201 3.84227 -4.11016
C 4.29047 4.57390 -3.63827
C 4.41413 5.84844 -4.44673
C 5.53466 6.75202 -3.91341
N 3.15415 6.60406 -4.47553
H 3.66336 1.85999 -3.65900
H 1.95090 2.20993 -3.39492
H 3.20944 2.90517 -2.34174
H 4.22081 4.86525 -2.58306
H 5.15564 3.92930 -3.83037
H 4.57833 5.56532 -5.49103
H 5.62103 7.66790 -4.49919
H 6.47998 6.21223 -3.86030
H 5.31130 7.17650 -2.92956
H 2.49254 5.85487 -4.67737
H 2.95950 6.75822 -3.48387
C 1.83440 -5.70474 -1.04037
O 0.49318 -5.31095 -1.27564
C 0.28187 -4.30699 -2.26226
C -1.23045 -4.00952 -2.38276
C -2.04287 -5.10372 -3.04840
N -1.47219 -2.73345 -3.06165
H 2.25083 -6.00431 -2.00574
H 1.74884 -6.62704 -0.46425
H 2.31939 -4.91962 -0.45772
H 0.84848 -3.43363 -1.91564
H 0.71743 -4.66910 -3.20180
H -1.58175 -3.92666 -1.34931
H -1.60655 -5.36814 -4.01480
H -3.03673 -4.70710 -3.25839
H -2.17413 -5.98778 -2.42567
H -0.90246 -2.81821 -3.90272
H -1.01756 -1.98594 -2.53924
C -1.35357 0.50387 2.92293
O -2.71311 0.87731 3.00498
C -3.57133 0.04876 3.72961
C -5.07146 0.45499 3.62193
C -5.98491 -0.63214 4.16444
N -5.41210 0.66473 2.19218
H -0.95636 0.94230 2.00806
H -1.25489 -0.58369 2.98276
H -0.70362 0.91308 3.70384
H -3.52160 -1.01716 3.47215
H -3.44356 0.08162 4.82217
H -5.12310 1.37191 4.21247
H -5.84461 -0.72448 5.24363
H -5.73418 -1.62853 3.78884
H -7.02858 -0.47668 3.89557
H -5.79067 -0.21586 1.86671
H -4.58143 0.86615 1.64824
```

Its HOMO energy is -9.040 eV. Its energy above the lowest of the compared OMol25 structures with the same formula, charge and spin is 1.843 eV. The total energy comes out at -2889.743429 a.u. Its net charge is 0. The value obtained for the orbital gap is 9.412 eV.

---

(2)
DFT (ωB97M-V/def2-TZVPD) results for a molecular structure, C16H29BCaF6N4O3.

XYZ file:
```
60
Properties=species:S:1:pos:R:3
Ca 0.88432 0.64921 0.13993
C -3.97238 1.37559 1.02451
C -3.11635 0.16266 1.30476
C -3.18938 -0.99286 0.52057
C -4.15185 -1.11350 -0.63951
C -2.36745 -2.08873 0.82284
C -2.44644 -3.37429 0.03660
C -1.45579 -2.01906 1.87836
C -0.63788 -3.24182 2.20674
C -1.35074 -0.84529 2.63820
C -0.32212 -0.76665 3.74259
C -2.20803 0.22757 2.37413
C -2.17106 1.45690 3.25120
H -4.82675 1.43606 1.70530
H -4.36185 1.39549 0.01178
H -3.39386 2.28991 1.15351
H -4.89501 -1.89439 -0.46093
H -3.63228 -1.38623 -1.56279
H -4.70069 -0.19874 -0.83613
H -1.50356 -3.58161 -0.47927
H -3.24379 -3.37555 -0.70085
H -2.61888 -4.22716 0.69716
H -1.28740 -4.04386 2.57065
H 0.10377 -3.05395 2.97710
H -0.12032 -3.62477 1.32702
H -0.57957 -1.42030 4.58042
H -0.20138 0.24110 4.12499
H 0.66012 -1.07726 3.38293
H -1.38744 2.15668 2.94271
H -1.97946 1.19805 4.29083
H -3.11607 1.99333 3.23304
C 3.79139 0.46935 -2.96083
O 2.73751 -0.44264 -3.31678
C 1.54080 -0.17808 -2.81214
O 1.25934 0.85828 -2.21580
N 0.67094 -1.18486 -3.06290
N -0.56931 -1.16213 -2.39915
H 4.59202 0.27582 -3.66619
H 4.11605 0.25315 -1.94474
H 3.44863 1.49718 -3.03627
H 1.09621 -2.08112 -3.25354
H -0.50373 -1.78252 -1.59218
H -1.26165 -1.54583 -3.03127
N -0.96878 3.65403 -1.17132
C -1.43359 2.39165 -1.22648
N -2.28475 2.04369 -2.23019
O -1.12075 1.56111 -0.36245
H -1.25766 4.36792 -1.81371
H -0.38239 3.89699 -0.38505
H -2.31251 2.59998 -3.06789
H -2.32922 1.04241 -2.36340
F 2.84563 -1.64554 -0.50585
C 1.62179 -1.79603 0.22024
F 0.90761 -2.75362 -0.59291
H 1.90979 -2.40684 1.08312
F 1.26702 1.53175 2.27626
B 2.01773 2.64154 1.73404
F 1.07834 3.54419 1.21619
F 2.68466 2.05427 0.58347
F 2.89579 3.15191 2.62402
```

Its HOMO energy is -7.921 eV. Its energy above the lowest of the compared OMol25 structures with the same formula, charge and spin is 0.703 eV. The total energy comes out at -2373.873421 a.u. Its net charge is 0. The value obtained for the orbital gap is 8.073 eV.

---

(3)
DFT (ωB97M-V/def2-TZVPD) results for a molecular structure, C22H15F12NO3PtS2.

XYZ file:
```
56
Properties=species:S:1:pos:R:3
Pt -0.54986 -0.91329 1.89304
C 5.00343 1.21297 -1.47841
C 3.59909 0.96228 -0.98845
C 2.73184 2.00596 -0.68698
C 1.43148 1.74026 -0.30768
C 0.97541 0.43174 -0.19701
N -0.38880 0.24755 0.13589
C -1.35382 0.44491 -0.76103
C -1.01398 0.59620 -2.14062
C -1.97542 0.67004 -3.10623
C -3.32783 0.63887 -2.75402
C -4.40150 0.64714 -3.80057
C -3.66994 0.56654 -1.39431
C -2.73977 0.46753 -0.38676
C -3.14802 0.47767 1.10203
O -2.55339 -0.45822 1.91016
C -4.67977 0.22009 1.28372
F -5.43434 1.24630 0.84072
F -5.05269 -0.88041 0.61612
F -4.98358 0.02933 2.56146
C -2.85454 1.93139 1.64485
F -3.16900 2.87688 0.74548
F -3.52241 2.20041 2.76644
F -1.54831 2.07514 1.92087
C 1.84541 -0.63716 -0.40433
C 3.13650 -0.34026 -0.83207
C 1.38452 -2.10046 -0.20839
O 0.27518 -2.31459 0.56074
C 1.08801 -2.71521 -1.61586
F 1.11875 -4.05051 -1.59212
F -0.13203 -2.33752 -2.01917
F 1.95290 -2.31242 -2.56451
C 2.54040 -2.92308 0.46572
F 2.08814 -4.05099 0.99798
F 3.09135 -2.20608 1.46582
F 3.53492 -3.25414 -0.38544
H 5.14228 2.25224 -1.77727
H 5.23028 0.57343 -2.33225
H 5.73519 0.98453 -0.69897
H 3.07188 3.03355 -0.75986
H 0.73650 2.54508 -0.08894
H 0.03276 0.59637 -2.41199
H -1.68700 0.73221 -4.14966
H -4.09337 1.19844 -4.68819
H -5.32775 1.07258 -3.41619
H -4.62002 -0.38019 -4.10869
H -4.72311 0.59969 -1.16174
H 3.82064 -1.14679 -1.06267
C 2.86853 0.57965 3.91693
O 1.65707 -0.14047 3.63800
C 1.33183 -1.19228 4.37994
S 2.26580 -1.88621 5.52591
S -0.20988 -1.89707 3.98925
H 2.69231 1.59077 3.56483
H 3.69417 0.12333 3.37289
H 3.08352 0.56629 4.98157
```

Its HOMO energy (spin up / spin down) is -7.854 / -8.870 eV. As for the spin multiplicity: 5. The total energy comes out at -3241.830631 a.u. Its net charge is 0. The value obtained for the orbital gap (spin up / spin down) is 8.095 / 5.462 eV.